C5H13NO | ωB97M-V/def2-TZVPD

The calculation puts the energy relative to the best compared isomer or geometry (same formula, charge and spin) at 2.1260 eV. As for the expectation value of S²: 0.766. The calculation puts the HOMO energy (spin up / spin down) at -14.874 / -15.230 eV. As for the LUMO energy (spin up / spin down): -3.451 / -7.648 eV. As for the charge: +1. The total energy comes out at -8923.625 eV. The multiplicity is 2. Its frontier orbital gap (spin up / spin down) is 0.4198 / 0.2786 Ha.

```
20
Properties=species:S:1:pos:R:3:forces:R:3:lowdin_spin:R:1
C 0.469514 2.068138 1.763104 0.39 -1.12 0.21 0.054
C 1.149284 1.077076 0.822296 0.94 3.95 1.38 0.314
C 0.682172 -0.173363 0.823036 0.24 -6.30 -1.82 0.142
N 1.358046 -1.238989 0.098598 -3.58 3.73 -0.01 0.365
C 0.597044 -1.814213 -1.082958 -0.94 -0.91 -0.02 0.039
C -0.222683 -0.759738 -1.939536 0.43 -0.27 1.24 0.027
H 1.085417 2.364700 2.679528 -0.62 -0.99 -0.97 0.027
H 0.493042 2.976448 1.224719 -0.67 1.31 -0.54 0.009
H -0.559734 1.704400 2.029831 1.08 0.59 -0.03 0.003
H 1.947713 1.587282 0.143913 -1.13 -1.77 1.24 0.004
H -0.268997 -0.586820 1.212816 0.45 1.14 0.23 0.001
H 2.123716 -0.742311 -0.243053 2.41 0.07 -0.87 0.008
H -0.016500 -2.703119 -0.782144 0.42 1.08 0.11 0.003
H 1.318731 -2.197708 -1.793442 0.49 -0.29 0.41 -0.001
H -1.039397 -1.294023 -2.392385 -0.59 -0.22 0.11 0.001
H 0.402482 -0.523411 -2.805241 -0.04 0.87 0.44 0.001
H -0.633036 0.086725 -1.307468 0.63 -0.90 -1.10 0.003
H -2.834310 0.832524 0.274004 0.38 -2.42 1.25 0.000
H -3.414637 -0.595269 0.541601 -0.29 -0.18 -0.01 0.000
O -2.637868 -0.068327 0.732781 0.01 2.63 -1.26 0.000
```
Forces are in eV/Å.

=====

C6H9N | ωB97M-V/def2-TZVPD

The calculation puts the energy relative to the best compared isomer or geometry (same formula, charge and spin) at 1.9973 eV. The calculation puts the HOMO energy at -10.059 eV. As for the LUMO energy: 0.692 eV. As for the charge: 0. The total energy comes out at -7856.162 eV. The SMILES is C=C(C)C#N.C=C. Its frontier orbital gap is 0.3951 Ha.

```
16
Properties=species:S:1:pos:R:3:forces:R:3:lowdin_charge:R:1
C 1.323965 1.093115 0.091512 -0.02 0.04 0.03 -0.063
C 1.251216 -0.109586 -0.813703 -0.19 -0.03 -0.13 -0.366
C -1.528427 -0.359996 1.537381 -0.16 0.06 -0.10 -0.091
C -2.501671 0.020373 0.716828 0.11 -0.08 0.15 -0.092
C 0.178618 -0.459544 -1.526410 0.13 0.04 0.07 0.070
C 2.442756 -0.923379 -0.897769 0.82 -0.56 -0.06 -0.203
N 3.404739 -1.567079 -0.945243 -0.90 0.63 0.05 0.150
H 1.987683 1.855340 -0.331300 -0.07 -0.13 0.06 0.088
H 1.723280 0.818146 1.073596 -0.06 0.02 -0.15 0.087
H 0.328976 1.524580 0.226431 0.16 -0.07 -0.06 0.069
H -1.156480 0.291607 2.324735 -0.09 -0.08 -0.11 0.053
H -1.056723 -1.336158 1.450734 -0.09 0.14 0.00 0.056
H -2.872274 -0.635619 -0.068222 0.06 0.09 0.13 0.051
H -2.970622 0.998229 0.795583 0.07 -0.14 0.02 0.050
H 0.179377 -1.335039 -2.168158 0.05 0.13 0.09 0.079
H -0.734415 0.125015 -1.466000 0.18 -0.07 -0.01 0.061
```
Forces are in eV/Å.

=====

C17H18F3IN2O5P | ωB97M-V/def2-TZVPD

The calculation puts the HOMO energy at -11.594 eV. As for the LUMO energy: -5.379 eV. As for the charge: +1. The total energy comes out at -56664.071 eV. Its frontier orbital gap is 0.2284 Ha.

```
47
Properties=species:S:1:pos:R:3:forces:R:3:lowdin_charge:R:1
C -2.581583 -0.203033 1.563505 0.59 -1.62 -0.85 -0.252
P -2.388899 1.033958 0.103226 -1.80 1.05 -0.13 0.975
O -3.663528 0.769964 -1.051237 2.17 -1.31 1.57 -0.319
C -0.742250 0.724881 -0.788794 3.83 0.24 -1.26 -0.175
C 0.325049 1.891963 -0.692102 1.13 -2.15 -1.92 -0.028
C 0.061277 3.246024 0.139863 0.43 0.27 -0.33 -0.144
C 0.837137 3.157483 1.553417 0.20 -1.07 0.62 -0.076
C -0.126654 3.256206 2.826426 -3.84 0.83 1.17 -0.373
O -1.346244 3.583944 2.770390 5.23 -1.25 -0.37 0.047
O 0.365954 2.986637 4.147601 0.10 -0.34 -3.02 0.051
C 1.689746 1.646242 -1.450349 -3.40 -2.49 0.97 -0.040
C 2.852269 2.734172 -1.469324 -1.99 0.27 -1.06 -0.171
O 3.754954 2.588024 -0.337668 0.97 2.44 -0.74 0.008
C 4.502201 3.786133 -0.213874 1.88 0.84 0.26 -0.443
F 3.766118 4.850293 0.379548 1.50 -2.64 -1.43 0.090
F 4.977002 4.277766 -1.473363 -1.39 -1.26 3.04 0.088
F 5.648480 3.561960 0.580745 -3.35 0.38 -1.98 0.120
C 1.774820 0.239026 -2.180972 -1.41 1.78 1.53 -0.539
I 3.642154 -0.177616 -3.227998 -1.71 0.04 0.83 0.930
N 0.746670 -0.733930 -2.199387 2.18 3.48 0.45 0.088
N -0.372694 -0.433680 -1.559455 -0.62 1.80 2.00 -0.089
C -1.464994 -1.496162 -1.650449 -1.08 -1.27 -1.29 -0.130
O -0.955314 -2.767816 -2.095948 -0.94 0.33 2.05 -0.087
C -1.150596 -3.790355 -1.113632 0.45 -4.05 3.69 -0.206
C 0.102551 -4.504324 -0.481606 -2.81 -1.12 1.12 0.017
C -0.078864 -5.644685 0.584892 -3.18 1.31 -1.04 -0.048
C -1.493075 -6.090427 1.086018 0.19 3.08 -3.02 -0.057
C -2.735121 -5.398602 0.466590 3.67 1.00 -0.98 -0.055
C -2.536006 -4.297877 -0.611119 2.09 -0.56 0.82 -0.019
H -2.963548 0.303934 2.512571 0.64 -0.45 -1.58 0.063
H -3.290831 -1.062290 1.262307 0.95 1.33 0.54 0.054
H -1.550952 -0.708956 1.722385 -1.65 0.90 0.05 0.063
H -3.819027 -0.193281 -1.177067 -0.17 0.79 -0.01 0.039
H -1.058561 3.485235 0.250977 1.78 -0.72 0.05 0.098
H 0.510568 4.153702 -0.419960 -0.69 -1.70 0.63 0.128
H 1.692469 3.918049 1.654995 -1.45 -1.02 -0.18 0.131
H 1.342155 2.114002 1.585400 -0.67 1.68 0.20 0.132
H 1.104499 2.335727 4.110705 -0.43 0.80 -0.04 0.115
H 2.348558 3.765587 -1.387846 0.64 -1.60 -0.21 0.139
H 3.353410 2.683449 -2.493771 -0.32 -0.06 1.64 0.105
H -1.987748 -1.671216 -0.651643 0.89 0.76 -1.18 0.112
H -2.185705 -1.108862 -2.469504 1.13 -0.53 1.39 0.169
H 1.179517 -4.233048 -0.773872 -1.99 -0.35 0.33 0.101
H 0.810801 -6.205916 1.045857 -1.36 1.24 -1.00 0.097
H -1.629816 -6.893698 1.881009 0.35 1.26 -1.30 0.095
H -3.800712 -5.673483 0.789228 1.89 0.47 -0.62 0.101
H -3.465638 -3.805103 -1.046710 1.34 -0.80 0.59 0.097
```
Forces are in eV/Å.

=====

H16O8Sr | ωB97M-V/def2-TZVPD

The calculation puts the energy relative to the best compared isomer or geometry (same formula, charge and spin) at 1.2669 eV. The calculation puts the HOMO energy at -18.813 eV. As for the LUMO energy: -6.554 eV. As for the charge: +2. The total energy comes out at -17464.872 eV. Its frontier orbital gap is 0.4505 Ha.

```
25
Properties=species:S:1:pos:R:3:forces:R:3:lowdin_charge:R:1
Sr -0.078579 0.014125 0.136418 0.39 -0.24 -0.21 1.642
O -1.655543 2.178435 -0.238551 -0.25 -1.15 0.69 -0.083
H -0.944451 2.730669 -0.532808 0.46 0.97 -0.27 0.028
H -1.817566 2.393022 0.694617 -0.14 0.29 -0.41 0.069
O 2.099790 -0.335864 -1.348103 0.22 0.10 -1.60 -0.149
H 1.992149 -1.144994 -1.926722 0.56 1.52 0.71 0.090
H 2.578207 0.359367 -1.892456 -0.66 -1.51 0.77 0.112
O -2.619662 -0.752157 0.142778 1.05 0.01 1.11 -0.094
H -3.008081 -0.691889 -0.724673 -0.76 -0.11 -0.26 0.061
H -3.169617 -1.233281 0.778711 -0.27 0.17 -0.68 0.091
O -0.287169 -2.521979 -0.425070 1.12 1.48 -0.62 -0.097
H 0.351454 -2.991405 -0.974595 -0.45 -0.57 0.33 0.083
H -0.897680 -3.089213 0.008837 -0.58 -1.25 0.31 0.063
O -0.159660 0.739380 2.493503 0.05 1.12 0.53 -0.186
H 0.305283 1.523367 2.934786 -1.52 -1.75 -0.41 0.128
H -1.046022 0.504116 2.857432 1.20 0.86 0.48 0.096
O 1.740934 -1.415358 1.563288 -2.90 1.44 -1.15 -0.053
H 1.942820 -2.271382 1.263034 1.03 -1.57 -0.08 0.038
H 2.370720 -1.011611 2.110005 1.71 0.21 1.17 0.049
O 1.391550 2.590247 0.456922 -0.89 -2.85 0.23 -0.022
H 0.961853 3.343289 0.799088 -0.22 1.76 0.38 0.044
H 2.074353 2.796062 -0.150280 1.03 0.94 -0.67 0.054
O -0.789377 -0.378042 -2.296606 -0.30 -1.68 -1.21 -0.143
H -1.088127 -1.243508 -2.693278 -0.02 1.02 1.02 0.109
H -0.247577 -0.091397 -3.036277 0.17 0.76 -0.16 0.069
```
Forces are in eV/Å.

=====

C25H31N3O6 | ωB97M-V/def2-TZVPD

The calculation puts the energy relative to the best compared isomer or geometry (same formula, charge and spin) at 0.8028 eV. The calculation puts the HOMO energy at -7.530 eV. As for the LUMO energy: 0.672 eV. As for the charge: 0. The total energy comes out at -43183.563 eV. The SMILES is CCOc1cc(N2CCOCC2)c(OCC)cc1NC(=O)CN1C(=O)[C@@H]2[C@H](C1=O)[C@H]1C=C[C@@H]2C1. Its frontier orbital gap is 0.3014 Ha.

```
65
Properties=species:S:1:pos:R:3:forces:R:3:lowdin_charge:R:1
C -0.486707 -4.012578 0.555060 0.25 0.34 -0.03 -0.050
C 0.719855 -3.121538 0.301792 0.00 -0.45 -0.15 -0.247
O 0.443720 -1.863325 0.887471 0.04 0.28 0.14 -0.062
C 1.293045 -0.818113 0.689689 -0.14 0.29 0.20 -0.211
C 2.530385 -0.910010 0.066588 -0.05 -0.14 -0.04 0.060
C 3.371385 0.191664 -0.102391 -0.28 0.26 0.10 -0.139
C 2.925391 1.445629 0.381260 0.07 -0.07 0.09 -0.190
C 1.707296 1.526941 1.030102 0.10 -0.09 -0.08 0.054
C 0.877096 0.422591 1.180052 0.16 -0.28 -0.25 -0.183
N -0.359085 0.571974 1.850940 0.40 0.18 0.59 0.143
C -1.590673 0.339607 1.357471 -0.08 -0.01 -0.38 -0.426
O -2.590389 0.424466 2.038596 -0.17 -0.03 0.11 0.082
C -1.641981 0.006311 -0.133824 -0.17 -0.01 -0.02 -0.005
N -3.007193 0.037011 -0.587711 0.63 0.03 0.17 0.058
C -3.701603 1.216856 -0.771052 -0.24 -0.12 -0.30 -0.380
O -3.200947 2.309139 -0.723394 0.08 0.20 0.11 0.130
C -5.140182 0.857699 -1.068136 -0.04 0.32 -0.10 -0.114
H -5.449461 1.307436 -2.012729 0.10 -0.04 0.04 0.163
C -5.186374 -0.673458 -1.024481 -0.07 -0.30 -0.09 -0.114
C -3.772092 -1.102039 -0.711698 -0.19 0.11 -0.28 -0.368
O -3.340615 -2.221903 -0.607011 0.00 -0.25 0.11 0.117
H -5.529933 -1.157161 -1.940060 0.11 0.03 0.04 0.163
C -6.151587 -0.961438 0.161152 0.01 -0.20 0.10 -0.212
C -7.499706 -0.484249 -0.321538 -0.11 -0.10 0.09 -0.043
C -7.462359 0.841514 -0.363373 -0.11 0.11 0.09 -0.042
H -8.221482 1.519371 -0.707191 -0.20 0.08 -0.15 0.106
C -6.089504 1.271677 0.092168 0.04 0.20 0.09 -0.211
H -5.973077 2.306141 0.401367 0.01 0.02 0.00 0.148
C -5.784855 0.176533 1.120594 0.07 0.00 0.20 -0.074
H -4.754444 0.164785 1.470631 0.06 -0.01 -0.01 0.099
H -6.455071 0.221385 1.977431 -0.04 0.00 -0.02 0.128
H -8.295853 -1.138988 -0.623986 -0.21 -0.08 -0.15 0.106
H -6.093379 -1.980467 0.532514 0.01 -0.02 0.00 0.147
H -1.264246 -1.005969 -0.289484 0.00 0.19 -0.02 0.125
H -1.046268 0.730058 -0.695563 -0.04 -0.10 0.03 0.147
H -0.330075 0.856781 2.821874 -0.13 -0.12 -0.10 0.165
H 1.351799 2.467321 1.419096 -0.05 0.14 -0.03 0.121
O 3.747809 2.525368 0.175319 -0.05 -0.41 -0.07 -0.082
C 3.226598 3.835551 0.290375 -0.18 0.38 -0.11 -0.239
C 2.224132 4.177762 -0.806557 0.24 -0.24 0.23 -0.057
H 1.337166 3.553713 -0.734501 -0.11 0.01 -0.04 0.066
H 2.678870 4.019362 -1.781120 0.03 0.01 -0.10 0.082
H 1.928760 5.219409 -0.718369 -0.06 0.12 0.00 0.079
H 4.110179 4.473483 0.197733 -0.15 -0.04 0.10 0.125
H 2.791447 4.000109 1.284030 0.10 -0.02 -0.05 0.115
N 4.569300 0.099901 -0.795084 0.06 0.09 -0.31 -0.082
C 5.789965 0.646231 -0.231161 0.36 -0.17 0.44 -0.124
C 6.525172 -0.432768 0.574536 -0.07 0.39 -0.04 -0.180
H 7.481634 -0.058508 0.942377 -0.07 0.03 0.05 0.126
O 6.827406 -1.556262 -0.224951 0.12 -0.07 -0.07 -0.132
C 5.654999 -2.117496 -0.771782 -0.23 0.02 -0.23 -0.189
C 4.883069 -1.070290 -1.588143 0.14 -0.31 0.11 -0.137
H 3.976833 -1.493973 -2.019205 0.01 0.00 -0.04 0.123
H 5.529726 -0.734561 -2.407235 -0.06 -0.09 0.00 0.131
H 5.980189 -2.944156 -1.406057 -0.10 0.01 0.03 0.127
H 5.022527 -2.509426 0.039955 0.03 -0.01 -0.07 0.119
H 5.900360 -0.739074 1.429090 0.06 0.03 -0.04 0.130
H 5.564218 1.497619 0.403519 0.10 -0.03 -0.06 0.117
H 6.428090 0.973538 -1.058596 0.01 0.04 0.07 0.133
H 2.855795 -1.874617 -0.282457 0.06 -0.09 -0.02 0.091
H 1.621264 -3.558982 0.754071 -0.05 0.11 -0.09 0.126
H 0.889374 -3.005574 -0.778026 0.03 0.03 0.12 0.129
H -0.319866 -4.991632 0.115337 0.02 -0.12 -0.03 0.078
H -0.644390 -4.122969 1.624225 -0.02 -0.06 0.11 0.082
H -1.381431 -3.573410 0.120435 -0.07 0.01 -0.05 0.056
```
Forces are in eV/Å.

=====

C7H9N4OS | ωB97M-V/def2-TZVPD

The calculation puts the energy relative to the best compared isomer or geometry (same formula, charge and spin) at 0.0000 eV. The calculation puts the HOMO energy at -12.867 eV. As for the LUMO energy: -3.345 eV. As for the charge: +1. The total energy comes out at -26241.226 eV. The SMILES is C[C@@]1(c2nccs2)NC(=[NH2+])NC1=O. Its frontier orbital gap is 0.3499 Ha.

```
22
Properties=species:S:1:pos:R:3:forces:R:3:lowdin_charge:R:1
C 2.145882 1.780726 0.598357 1.04 -1.52 -0.84 -0.168
C 3.184831 0.900797 0.342875 -1.18 0.86 0.87 -0.352
C 1.040062 0.098765 -0.083820 -2.57 -4.07 -1.86 -0.542
C -0.554038 -1.374020 0.862008 0.24 -1.94 1.61 -0.387
C -1.797472 0.484489 0.397715 -1.11 -0.39 0.42 -0.383
C -0.363602 -0.990730 -0.549213 1.98 2.54 1.39 -0.285
C 0.085240 -1.911587 -1.638943 -0.62 1.07 -0.53 0.000
N 0.887402 1.274754 0.313760 0.44 1.61 0.53 0.056
N -1.296068 -0.275500 1.410691 -0.39 -0.84 1.51 0.211
N -1.454535 -0.033862 -0.765817 1.91 -1.54 -1.35 0.169
N -2.689949 1.461752 0.426106 0.32 0.63 0.07 0.234
O -0.152002 -2.339254 1.497528 -0.87 2.26 -1.32 0.140
S 2.577583 -0.600130 -0.172920 0.23 0.07 -0.06 1.125
H 2.294614 2.769646 0.920366 -0.08 1.03 0.42 0.098
H 4.209024 1.008310 0.604421 0.61 0.27 -0.11 0.069
H -0.732676 -1.985320 -2.384471 0.52 -0.56 0.45 0.110
H 0.495538 -2.862488 -1.282972 -0.32 0.27 -0.11 0.113
H 0.849990 -1.274654 -2.075026 0.35 -0.78 -0.78 0.063
H -1.508060 -0.375212 2.450759 -0.03 0.88 -2.07 0.227
H -1.524142 0.368542 -1.703761 -0.24 0.29 0.86 0.194
H -2.867027 1.925060 1.312165 -0.15 0.12 -0.50 0.145
H -2.830595 1.949918 -0.479811 -0.09 -0.27 1.40 0.162
```
Forces are in eV/Å.